(1)
This record from OMol25 describes a structure of composition C36H41CdCl2N6O3S. The level of theory is ωB97M-V with the def2-TZVPD basis set.

LUMO energy (eV): -2.695
Energy (eV): -93521.29240
HOMO-LUMO gap (eV): 6.953
HOMO (eV): -9.65

```
! wB97M-V def2-TZVPD RIJCOSX def2/J DEFGRID3
* xyz 1 1
Cd 0.1791 -0.1143 -0.1585
C 2.9041 3.7230 5.8845
C 2.2207 3.3023 4.6062
C 2.2016 4.0818 3.4930
C 1.4535 3.7294 2.3290
C 1.4262 4.6625 1.2874
N 0.4624 4.8547 0.4102
C -0.8681 4.2870 0.5152
C -1.9185 5.0616 -0.2624
C -3.2883 4.4692 0.0637
N -3.3438 3.0519 -0.2681
C -4.1839 2.4859 -1.0840
C -4.1470 1.1159 -1.3939
C -5.1358 0.5866 -2.2597
C -5.1941 -0.7426 -2.5648
C -6.2609 -1.3321 -3.4521
C -4.2258 -1.5726 -1.9613
C -3.2176 -1.1208 -1.1420
C -2.3281 -2.1252 -0.5697
N -1.2334 -1.9368 0.0400
C -0.5339 -3.1428 0.5035
C 0.3661 -2.8494 1.6980
C -0.2738 -1.8998 2.7154
N 0.1271 -0.5225 2.4346
C 0.4608 0.1915 3.4274
C 0.9421 1.5764 3.4009
C 1.5707 2.0423 4.5235
C 0.8201 2.4228 2.2264
O 0.2922 2.0315 1.1689
C -3.1179 0.2805 -0.8260
O -2.2076 0.7601 -0.0833
H 3.0885 4.7967 5.8947
H 3.8648 3.2171 6.0093
H 2.2891 3.4758 6.7508
H 2.7157 5.0397 3.5007
H 2.2534 5.3635 1.2096
H 0.6518 5.4496 -0.3822
H -1.1181 4.2660 1.5806
H -0.8331 3.2519 0.1864
H -1.7233 4.9751 -1.3352
H -1.9238 6.1205 0.0061
H -4.0792 4.9925 -0.4713
H -3.4777 4.5754 1.1334
H -2.6505 2.3833 0.1082
H -4.9584 3.1120 -1.5211
H -5.8743 1.2688 -2.6725
H -6.9277 -0.5584 -3.8300
H -6.8650 -2.0563 -2.9015
H -5.8262 -1.8537 -4.3069
H -4.2794 -2.6408 -2.1630
H -2.6865 -3.1536 -0.6953
H 0.0669 -3.5241 -0.3252
H -1.2586 -3.9187 0.7653
H 1.3009 -2.3987 1.3527
H 0.6182 -3.7964 2.1758
H -0.0049 -2.1905 3.7364
H -1.3632 -1.9510 2.6360
H 0.4566 -0.2545 4.4319
H 1.6199 1.3874 5.3911
S 3.7863 2.6665 -0.8119
C 4.2929 1.4715 0.2982
C 3.3635 0.4861 0.4443
C 2.1845 0.6714 -0.3417
C 2.2814 1.8223 -1.0743
C 1.2324 2.3823 -1.9315
C 1.3949 3.5767 -2.6495
C 0.3560 4.0578 -3.4211
C -0.8371 3.3450 -3.4761
C -0.9153 2.1711 -2.7494
N 0.0781 1.6990 -1.9974
H 5.2554 1.5657 0.7815
H 3.5220 -0.3573 1.1054
H 2.3394 4.1048 -2.5988
H 0.4724 4.9758 -3.9852
H -1.6743 3.6820 -4.0731
H -1.8195 1.5688 -2.7697
C -1.0520 -1.5372 -4.7129
C 0.0410 -1.2547 -3.7150
N 1.2241 -0.8345 -4.2101
O -0.1366 -1.3907 -2.5108
H -0.6908 -1.5962 -5.7384
H -1.7972 -0.7424 -4.6420
H -1.5376 -2.4730 -4.4428
H 1.3681 -0.6627 -5.1881
H 1.9562 -0.5949 -3.5596
Cl 2.6932 -2.4351 -1.2260
C 3.4803 -3.9739 -0.8394
Cl 2.3683 -5.3468 -0.9662
H 3.8395 -3.9200 0.1793
H 4.2885 -4.1327 -1.5403
*
```

Mulliken population analysis, charges in e, atoms 1 to 5: 3.355 -1.677 0.050 -1.001 1.234

(2)
This record from OMol25 describes a structure of composition C24H39AsBCl3CrN6OSi3. The level of theory is ωB97M-V with the def2-TZVPD basis set.

LUMO energy (spin up / spin down) (eV): -2.972 / -2.674
Energy (eV): -187648.81573
HOMO-LUMO gap (spin up / spin down) (eV): 7.791 / 8.159
HOMO (spin up / spin down) (eV): -10.76 / -10.83

```
! wB97M-V def2-TZVPD RIJCOSX def2/J DEFGRID3
* xyz 1 4
Cr 0.5458 0.9706 -0.8086
C 4.1065 1.8181 1.3861
C 3.1658 0.9223 0.8951
N 2.1628 1.5761 0.3061
N 2.4431 2.8923 0.4079
C 3.6017 3.0609 1.0511
B 1.5240 3.9264 -0.2720
N 1.5271 3.6331 -1.7794
C 1.7572 4.4271 -2.8312
C 1.5062 3.7111 -3.9863
C 1.1076 2.4567 -3.5369
N 1.1261 2.4182 -2.2060
N 0.0868 3.6811 0.2315
C -0.7815 4.5395 0.7730
C -1.9833 3.8877 0.9784
C -1.7565 2.5953 0.5216
N -0.5099 2.4766 0.0702
H 5.0154 1.5982 1.9123
H 3.1464 -0.1501 0.9604
H 3.9875 4.0499 1.2233
H 1.8776 5.0376 -0.0319
H 2.0804 5.4421 -2.6845
H 1.5964 4.0470 -5.0016
H 0.8145 1.5926 -4.1088
H -0.4868 5.5553 0.9684
H -2.8874 4.2890 1.3949
H -2.4238 1.7530 0.4953
Cl 0.8022 -3.0519 -6.6174
C 0.3512 -2.0708 -5.2680
C 1.2956 -1.7583 -4.3039
C 0.8794 -0.9748 -3.2487
Cl 2.0246 -0.5579 -1.9714
C -0.4125 -0.4704 -3.0699
O -0.7553 0.2671 -2.0406
C -1.3222 -0.8178 -4.0872
Cl -2.9413 -0.2320 -3.9753
C -0.9518 -1.6038 -5.1622
H 2.3102 -2.1179 -4.3757
H -1.6805 -1.8473 -5.9211
C -0.4749 -1.5870 4.2478
Si -0.3904 -0.0806 3.1453
C -1.8595 1.0432 3.4437
C 1.1605 0.8893 3.5259
As -0.3361 -0.7619 0.8501
Si 0.8283 -2.8753 0.8662
C -0.0930 -4.0951 1.9603
C 0.9744 -3.5640 -0.8783
C 2.5448 -2.5978 1.5627
Si -2.5723 -1.5125 0.3097
C -2.4401 -2.8617 -0.9746
C -3.6454 -0.1384 -0.3645
C -3.3696 -2.2014 1.8615
H -0.5485 -1.2393 5.2803
H 0.4275 -2.1927 4.1725
H -1.3341 -2.2256 4.0521
H -2.0272 1.0880 4.5222
H -2.7911 0.7226 2.9815
H -1.6437 2.0539 3.1023
H 1.0839 1.2404 4.5572
H 1.2632 1.7644 2.8832
H 2.0706 0.2976 3.4475
H -1.1373 -3.8435 2.1283
H 0.3828 -4.1833 2.9360
H -0.0651 -5.0770 1.4861
H 0.6083 -4.5902 -0.9006
H 2.0206 -3.5792 -1.1864
H 0.4147 -3.0085 -1.6255
H 2.5448 -2.0390 2.4985
H 3.1906 -2.0971 0.8425
H 2.9983 -3.5714 1.7615
H -2.0502 -2.4859 -1.9199
H -3.4512 -3.2315 -1.1605
H -1.8381 -3.7106 -0.6573
H -3.1233 0.5217 -1.0525
H -4.1253 0.4399 0.4259
H -4.4416 -0.6256 -0.9325
H -3.0006 -3.1927 2.1174
H -4.4390 -2.3005 1.6616
H -3.2651 -1.5636 2.7359
*
```

Mulliken population analysis, charges in e, atoms 1 to 5: -1.009 -1.139 -0.758 1.155 0.138

(3)
This record from OMol25 describes a cluster of 3 separate species, C3H7NO2 in total. The level of theory is ωB97M-V with the def2-TZVPD basis set.

Structure (SMILES): C=C=NO.[H][H].C=O
LUMO energy (eV): 0.469
Energy relative to the best compared isomer or geometry (same formula, charge and spin) (eV): 6.111
Energy (eV): -8804.41753
HOMO-LUMO gap (eV): 10.274
HOMO (eV): -9.81

```
! wB97M-V def2-TZVPD RIJCOSX def2/J DEFGRID3
* xyz 0 1
C 1.5474 -0.7736 0.1519
C 1.1594 0.4370 0.4584
N 1.0786 1.6180 0.8190
O -0.1622 2.2429 0.7252
H 1.4898 -1.5751 0.8812
H 1.9305 -1.0057 -0.8368
H 0.0412 3.1178 1.0836
H 0.1732 -2.3967 -0.7893
H -0.5448 -2.2830 -0.9361
C -1.6770 0.1564 -0.3883
O -2.0511 -0.8794 -0.8798
H -1.2507 0.9826 -0.9893
H -1.7343 0.3589 0.7004
*
```

natural (NBO) population analysis, charges in e, atoms 1 to 5: -0.514 0.281 -0.175 -0.557 0.243

(4)
This record from OMol25 describes the molecule C15H19ClN2O3. The level of theory is ωB97M-V with the def2-TZVPD basis set.

Structure (SMILES): COC(=O)c1ccc(Cl)c(NC(=O)NC2CCCCC2)c1
LUMO energy (eV): 0.452
Energy relative to the best compared isomer or geometry (same formula, charge and spin) (eV): 0.136
Energy (eV): -37510.23737
HOMO-LUMO gap (eV): 9.241
HOMO (eV): -8.79

```
! wB97M-V def2-TZVPD RIJCOSX def2/J DEFGRID3
* xyz 0 1
C 4.9417 -1.2553 -4.4559
O 3.7040 -1.2062 -3.7628
C 2.6353 -1.6429 -4.4509
O 2.7088 -2.0579 -5.5812
C 1.3795 -1.5588 -3.6695
C 0.1962 -1.9915 -4.2642
C -0.9864 -1.9515 -3.5547
C -1.0024 -1.4714 -2.2531
Cl -2.4661 -1.5403 -1.3593
C 0.1682 -0.9848 -1.6585
N 0.1554 -0.4873 -0.3522
C -0.7066 0.5473 0.0364
O -1.4535 1.1101 -0.7267
N -0.5672 0.8630 1.3500
C -1.4839 1.7865 1.9922
C -0.7612 2.5816 3.0808
C -0.4158 1.7159 4.2912
C -1.6663 1.0405 4.8461
C -2.3422 0.1970 3.7692
C -2.7080 1.0620 2.5665
C 1.3562 -1.0530 -2.3752
H 4.8909 -0.6541 -5.3660
H 5.1823 -2.2846 -4.7303
H 5.6888 -0.8563 -3.7746
H 0.2278 -2.3669 -5.2748
H -1.9041 -2.3086 -3.9945
H 1.0428 -0.5303 0.1280
H -0.0785 0.2219 1.9536
H -1.8147 2.4620 1.1959
H -1.4153 3.3947 3.3999
H 0.1459 3.0235 2.6643
H 0.0422 2.3396 5.0617
H 0.3172 0.9545 4.0130
H -1.4026 0.4143 5.7010
H -2.3640 1.8053 5.1940
H -3.2451 -0.2656 4.1721
H -1.6734 -0.6100 3.4598
H -3.1572 0.4511 1.7814
H -3.4412 1.8114 2.8699
H 2.2724 -0.7050 -1.9227
*
```

natural (NBO) population analysis, charges in e, atoms 1 to 5: -0.258 -0.511 0.778 -0.590 -0.165

(5)
This record from OMol25 describes the ion C6H6N with charge +1 at a distorted geometry. The level of theory is ωB97M-V with the def2-TZVPD basis set.

Structure (SMILES): C1=C2CC2=[N+]2C[C@@H]12
LUMO energy (eV): -6.249
Energy relative to the best compared isomer or geometry (same formula, charge and spin) (eV): 4.584
Energy (eV): -7795.15894
HOMO-LUMO gap (eV): 8.158
HOMO (eV): -14.41

```
! wB97M-V def2-TZVPD RIJCOSX def2/J DEFGRID3
* xyz 1 1
C 0.0689 1.3860 0.0536
C -1.1099 0.6968 -0.0348
C -2.1466 -0.4100 0.0047
C -0.7279 -0.6878 0.0722
N 0.4910 -0.9841 0.4483
C 1.5973 -0.6177 -0.3740
C 1.2061 0.5419 0.4845
H 0.1419 2.3613 -0.1657
H -2.6992 -0.5148 0.9350
H -2.7414 -0.7502 -0.8827
H 1.5189 -0.6681 -1.5187
H 2.6024 -1.0484 -0.2993
H 1.7985 0.6950 1.2768
*
```

natural (NBO) population analysis, charges in e, atoms 1 to 5: -0.023 -0.081 -0.355 0.412 -0.291

(6)
This record from OMol25 describes a cluster of 2 separate species, CH3Cl3N2 in total at a distorted geometry. The level of theory is ωB97M-V with the def2-TZVPD basis set.

LUMO energy (spin up / spin down) (eV): -1.397 / -1.399
Energy relative to the best compared isomer or geometry (same formula, charge and spin) (eV): 2.357
Energy (eV): -41628.47951
HOMO-LUMO gap (spin up / spin down) (eV): 7.597 / 7.595
HOMO (spin up / spin down) (eV): -8.99 / -8.99

```
! wB97M-V def2-TZVPD RIJCOSX def2/J DEFGRID3
* xyz 0 1
C -1.3413 -0.0947 -0.0615
N -0.4759 -0.2113 0.8824
N 0.6255 0.3065 1.0679
Cl -1.3135 -0.8836 2.6272
Cl 3.1880 1.4178 -0.2050
Cl 1.6559 -0.4642 2.0902
H -2.3332 -0.3877 0.1015
H -1.1403 0.0583 -1.1790
H 3.1138 2.7066 -0.3760
*
```

natural (NBO) population analysis, charges in e, atoms 1 to 5: -0.132 -0.006 -0.262 -0.237 -0.270

(7)
This record from OMol25 describes a structure of composition C55H43MoN8O7P3 at a distorted geometry. The level of theory is ωB97M-V with the def2-TZVPD basis set.

LUMO energy (spin up / spin down) (eV): -1.249 / -1.290
Energy (eV): -113712.65934
HOMO-LUMO gap (spin up / spin down) (eV): 4.775 / 4.720
HOMO (spin up / spin down) (eV): -6.02 / -6.01

```
! wB97M-V def2-TZVPD RIJCOSX def2/J DEFGRID3
* xyz 0 3
Mo 0.2223 -0.4838 0.4924
C 2.9041 -0.2144 -5.8481
C 3.4416 -1.4996 -5.6779
C 3.1349 -2.2621 -4.5703
C 2.2796 -1.7080 -3.6214
C 1.8006 -2.1838 -2.3482
N 0.9694 -1.2810 -1.7673
C 0.9158 -0.2040 -2.6371
N 0.0773 0.8052 -2.6510
C -1.0419 0.8602 -1.9782
C -2.1419 1.6748 -2.3896
C -2.2765 2.7114 -3.3154
C -3.5257 3.2634 -3.4910
C -4.6465 2.7899 -2.7831
C -4.5335 1.7533 -1.8878
C -3.2666 1.1958 -1.6884
C -2.7828 0.1641 -0.8349
N -3.6057 -0.6187 -0.0554
C -2.0759 -2.4629 0.3623
N -0.7357 -2.5258 0.8376
C -0.0408 -3.2383 -0.0568
N 1.6853 -1.5086 1.1148
C 2.0293 -2.6915 1.0692
N 1.2223 -3.5960 0.2037
C 2.2586 -3.8590 -0.7395
N 2.3893 -3.3075 -1.8769
C 3.4567 -4.1915 0.0630
C 4.6442 -4.8310 -0.2102
C 5.7022 -4.6438 0.6759
C 5.5781 -3.8272 1.7900
C 4.3803 -3.1740 2.0656
C 3.3285 -3.3748 1.2014
C -0.8503 -3.6037 -1.2122
C -0.5896 -4.3350 -2.3663
C -1.5821 -4.4042 -3.3269
C -2.7939 -3.7380 -3.1580
C -3.0681 -3.0294 -1.9980
C -2.0922 -2.9863 -1.0170
N -1.4593 -0.0227 -0.9682
C 1.7684 -0.4190 -3.7776
C 2.0603 0.3401 -4.9077
H 3.1663 0.3519 -6.7326
H 4.1087 -1.8942 -6.4334
H 3.5390 -3.2559 -4.4321
H -1.4185 3.0744 -3.8651
H -3.6540 4.0779 -4.1923
H -5.6093 3.2547 -2.9514
H -5.3976 1.3892 -1.3445
H 4.7613 -5.4411 -1.0949
H 6.6501 -5.1231 0.4713
H 6.4297 -3.6788 2.4396
H 4.2812 -2.5035 2.9089
H 0.3542 -4.8395 -2.5181
H -1.4122 -4.9637 -4.2367
H -3.5376 -3.7783 -3.9427
H -4.0085 -2.5084 -1.8833
H 1.6405 1.3291 -5.0315
C 4.6914 3.5201 -0.5681
C 3.8806 2.2503 -0.7094
O 3.6059 1.9554 -2.0725
P 2.1802 2.4958 -0.0155
O 2.1525 3.3564 1.3140
O 1.5530 3.5707 -1.0026
O 1.1975 1.3580 0.0857
P 4.6743 0.7770 0.1155
O 3.9774 1.0580 1.6158
O 6.1348 0.8747 0.3068
O 4.0331 -0.3667 -0.5784
H 4.2998 4.2920 -1.2317
H 5.7234 3.2984 -0.8380
H 4.6602 3.8760 0.4610
H 3.6331 0.9822 -2.1503
H 2.4134 2.7982 2.0639
H 1.6632 3.2821 -1.9235
H 4.6709 0.8539 2.2579
C -1.2038 3.6121 0.3000
C -2.6036 3.3003 0.7323
C -3.6013 4.2626 0.6162
C -4.8776 4.0403 1.1074
C -5.1762 2.8412 1.7340
C -4.2027 1.8593 1.8328
C -2.9247 2.0704 1.3206
P -1.6003 0.8423 1.6918
C -2.5113 -0.6608 2.1765
C -2.9690 -1.4113 0.9517
C -3.3550 -2.8538 1.1637
C -3.3424 -3.3721 2.5222
C -2.9657 -2.6116 3.5568
C -2.5564 -1.2319 3.4073
C -2.2930 -0.4827 4.6862
C -0.9206 1.7070 3.1189
C -1.4166 2.8419 3.7509
C -0.6256 3.5012 4.6774
C 0.6560 3.0363 4.9456
C 1.1400 1.8982 4.3198
C 0.3445 1.2073 3.4078
C 0.7329 -0.0493 2.7335
H -1.1868 4.4034 -0.4476
H -0.7085 2.7369 -0.1151
H -0.6117 3.9453 1.1575
H -3.3579 5.2110 0.1533
H -5.6302 4.8135 1.0242
H -6.1581 2.6766 2.1586
H -4.4270 0.9301 2.3452
H -4.4782 -0.1749 0.1942
H -4.0908 -3.2844 0.4957
H -3.6970 -4.3825 2.6756
H -2.9904 -3.0206 4.5589
H -2.8139 -0.9746 5.5076
H -2.6349 0.5462 4.6266
H -1.2313 -0.4649 4.9408
H -2.4018 3.2224 3.5145
H -0.9991 4.3863 5.1749
H 1.2841 3.5672 5.6494
H 2.1370 1.5352 4.5451
H 0.2833 -0.8996 3.2623
H 1.8071 -0.1755 2.8174
*
```

Mulliken population analysis, charges in e, atoms 1 to 5: -3.178 -0.864 -0.740 -0.570 0.532

(8)
This record from OMol25 describes a cluster of 3 separate species, C2H11N4O in total at a distorted geometry. The level of theory is ωB97M-V with the def2-TZVPD basis set.

LUMO energy (eV): -4.204
Energy relative to the best compared isomer or geometry (same formula, charge and spin) (eV): 3.005
Energy (eV): -10251.96209
HOMO-LUMO gap (eV): 9.588
HOMO (eV): -13.79

```
! wB97M-V def2-TZVPD RIJCOSX def2/J DEFGRID3
* xyz 1 1
C -2.8581 1.1725 1.1383
C -1.9935 0.2813 0.3515
N 2.1995 0.6547 -0.6626
N 1.1472 -1.4601 0.3467
N -2.4945 -0.2441 -0.7073
N -2.7590 -1.3923 -1.0948
O -0.7939 0.2667 0.6301
H -2.9144 0.5740 2.0746
H -3.7242 1.3811 0.6824
H -2.2535 2.0671 1.1652
H 1.7003 -0.5707 0.1259
H 1.3856 1.2427 -0.7161
H 0.2121 -0.8241 0.5097
H 1.2642 -1.7053 1.3305
H -3.1015 -1.4113 -2.0942
H 2.4265 0.4106 -1.6321
H 1.0051 -2.1758 -0.3545
H 3.0454 1.1226 -0.4437
*
```

natural (NBO) population analysis, charges in e, atoms 1 to 5: -0.668 0.658 -1.054 -0.993 -0.130